## w
C5H12N2 | ωB97M-V with the def2-TZVPD basis set

Atoms and positions in Å:
C (2.86, 0.78, 0.15)
C (1.67, 0.21, -0.64)
C (0.64, -0.40, 0.34)
C (-0.63, 0.46, 0.37)
N (-1.66, -0.23, 1.15)
C (-2.60, -0.83, 0.57)
N (-3.10, -0.60, -0.70)
H (2.47, 1.47, 0.90)
H (3.62, 1.29, -0.43)
H (3.32, -0.03, 0.72)
H (2.01, -0.59, -1.30)
H (1.20, 1.01, -1.21)
H (0.35, -1.38, -0.05)
H (0.99, -0.50, 1.36)
H (-0.49, 1.45, 0.79)
H (-0.93, 0.61, -0.67)
H (-3.20, -1.63, 1.03)
H (-2.83, 0.20, -1.24)
H (-3.68, -1.29, -1.15)

Values from the calculation:
Structure (SMILES)   CCCC/N=C\N
E_LUMO   1.00 eV
Frontier orbital gap   0.358 Ha

The molecule's natural (NBO) atomic charges, reported in e, are given here: -0.601 -0.399 -0.396 -0.231 -0.504 0.293 -0.850 0.199 0.206 0.201 0.200 0.194 0.201 0.209 0.196 0.145 0.156 0.389 0.391

## x
C5H12N2 | ωB97M-V with the def2-TZVPD basis set

Atoms and positions in Å:
H (1.90, 1.04, -1.38)
N (2.56, 0.85, -0.62)
C (2.04, 0.20, 0.33)
C (0.58, -0.58, 0.41)
N (0.80, -1.88, -0.16)
C (-0.43, 0.32, -0.25)
C (-1.85, -0.54, -0.32)
C (-0.69, 1.59, 0.54)
H (2.72, -0.04, 1.14)
H (0.35, -0.70, 1.48)
H (0.94, -1.84, -1.16)
H (0.09, -2.55, 0.08)
H (-0.16, 0.53, -1.28)
H (-2.18, -0.82, 0.68)
H (-1.77, -1.43, -0.94)
H (-2.60, 0.12, -0.76)
H (-1.48, 2.17, 0.06)
H (-1.02, 1.36, 1.55)
H (0.20, 2.21, 0.60)

Values from the calculation:
Structure (SMILES)   [H]/N=C\[C@H](N)C(C)C
E_LUMO   1.02 eV
Frontier orbital gap   0.368 Ha

The molecule's natural (NBO) atomic charges, reported in e, are given here: 0.322 -0.620 0.154 -0.100 -0.832 -0.223 -0.612 -0.616 0.159 0.197 0.362 0.368 0.190 0.200 0.205 0.208 0.214 0.205 0.218

We find w to be the most stable, with the next structure 7.8 kcal/mol higher.